C15H26LaN as an isolated structure. Source: OMol25; level of theory: ωB97M-V/def2-TZVPD.

Structure (XYZ):
```
43
Properties=species:S:1:pos:R:3:forces:R:3
C 1.03737 -1.07823 -1.34535 0.7 -0.3 0.5
H 3.09134 -1.00533 -0.72057 -0.2 -0.1 -0.4
C -0.33994 3.01085 -0.19285 -1.3 -1.4 0.8
H 0.88954 -0.51469 6.03115 0.0 0.0 -0.2
C 0.87869 2.16688 0.24292 2.8 2.0 0.6
H 0.58297 4.05656 -1.85922 0.0 -0.1 -0.1
H 1.26705 2.52919 1.21378 0.1 -0.1 -0.7
C -1.26079 -1.13865 -1.52796 1.4 1.0 -0.8
C -0.85406 -2.16255 -0.59285 1.6 0.3 0.6
H 0.64027 4.94256 -0.35432 0.0 0.0 0.1
H 0.00588 1.01844 5.94923 0.0 0.0 -0.1
H -2.69764 -2.46592 0.50604 0.2 -0.1 -0.2
N -0.20261 -0.11048 3.02685 0.6 -0.2 2.9
C 0.02043 4.28155 -0.95504 0.7 0.0 -0.2
H 0.96446 -3.18394 1.34046 0.0 -0.1 -0.1
C -0.07859 -0.47489 -2.00227 -1.9 -0.7 0.6
H 2.39526 -2.56515 0.52946 -0.1 -0.1 -0.1
H -3.15863 -1.36160 -2.45795 -0.1 0.1 0.1
H 1.49186 0.26844 0.73212 2.3 1.5 -1.4
H 2.62855 0.33162 -1.75470 -0.2 -0.5 -0.1
H 1.54090 -3.97035 -0.13279 0.1 0.1 0.2
C 0.00451 -0.02370 5.62396 0.2 0.0 0.2
H -0.87612 4.83434 -1.23802 -0.1 -0.2 0.1
C -0.03173 -0.08848 4.17614 -0.7 0.1 -1.1
H 2.86361 -1.29430 -2.46593 -0.3 0.3 0.3
H 1.64286 2.17837 -0.54487 0.0 -0.2 0.5
C -1.74939 -2.97294 0.27136 -0.4 -0.4 0.1
H -0.93612 3.28516 0.69256 0.2 -0.1 -0.1
C -0.00388 0.66964 -2.94597 0.0 0.1 -0.3
C -2.66139 -0.69386 -1.74515 -0.1 0.1 -0.3
H -3.26045 -0.71051 -0.82936 0.0 -0.1 0.0
C 1.40712 -2.99677 0.35780 0.4 -0.5 0.1
H -1.27434 -3.23494 1.22356 0.0 0.0 -0.2
H 0.17297 0.30521 -3.96272 0.0 0.1 0.0
H -1.03235 2.41150 -0.81757 0.0 0.2 -0.2
H -2.00026 -3.91640 -0.23016 -0.1 0.1 0.2
La -0.42736 0.14666 0.63506 -5.5 -0.9 -1.0
C 2.46259 -0.74938 -1.58672 1.0 0.2 -0.2
H -0.92350 1.25391 -2.96070 -0.1 0.0 -0.1
C 0.56641 -2.12498 -0.49536 -1.1 0.2 0.0
H -0.88461 -0.51731 6.02205 0.0 0.0 -0.1
H -2.71271 0.31833 -2.15815 0.0 -0.2 -0.1
H 0.81185 1.34613 -2.69798 0.1 0.0 0.0
```
Positions in Å, forces in eV/Å.

Its highest occupied orbital energy (spin up / spin down) is -14.983 / -14.994 eV. The maximum force is 5.69 eV/Å. The charge is +2. As for the gap between HOMO and LUMO (spin up / spin down): 5.19 / 5.21 eV. As for the spin multiplicity: 1. For the LUMO energy (spin up / spin down), the calculation gives -9.79 / -9.79 eV. Its total energy is -672.7942 a.u.



A 7-piece molecular cluster, C27H42O21 overall. Source: OMol25; level of theory: ωB97M-V/def2-TZVPD.

Structure (XYZ):
```
90
Properties=species:S:1:pos:R:3:forces:R:3
C 1.36446 5.36328 -0.00841 -1.8 -2.9 0.0
O -4.26054 -3.81772 -2.59141 -3.3 -0.8 -0.9
H 3.72846 0.88128 0.65759 -0.7 0.8 0.5
C 2.02346 2.25428 -2.29041 2.3 0.1 1.7
H -4.55454 2.37928 -0.09541 -1.2 0.1 -0.3
O -2.14654 -3.42472 -3.33241 -3.7 0.4 3.6
O 0.59046 0.02028 -3.03741 -2.8 5.4 4.8
H -0.81454 -5.28672 1.24359 -0.2 -0.6 -0.2
C -3.96654 -3.51672 -0.31841 -0.1 0.2 0.1
O 2.75946 5.19628 -0.06241 -1.0 2.1 -1.4
O 4.24846 3.68528 0.51959 -2.5 1.0 0.4
H 1.65746 1.29328 3.42759 0.5 0.4 0.0
H 0.98946 4.78928 2.73659 -0.7 -0.3 -0.6
H 2.83646 0.26528 2.53859 0.7 0.2 -0.3
C -3.51454 2.57828 -0.05341 0.3 0.4 0.5
O -1.48354 4.59828 -1.93841 -1.3 -0.9 1.5
H -2.10254 -0.48272 -2.93741 0.0 0.5 0.2
H 5.32546 0.38528 0.60159 2.6 -0.7 1.6
C 0.86946 0.54328 1.57059 0.8 -1.3 -0.1
C 1.84346 -5.63072 0.00559 0.1 0.0 0.3
O -1.12354 0.88528 -1.69141 -0.8 1.5 1.3
H 4.68146 -2.14272 -2.15941 -1.3 -0.6 -1.7
H 2.17946 2.45128 -3.31441 -0.8 0.3 -1.3
C 4.97946 -1.70872 -1.26741 0.0 0.1 2.0
C -3.17054 3.68728 0.97659 1.8 -1.6 0.2
C 3.90946 -0.92872 -0.43341 0.5 0.9 -0.8
H 2.61246 1.36528 -2.10341 0.0 -0.3 0.1
H 1.10746 -1.55972 1.32659 -0.2 -1.2 1.1
O -2.80054 -3.33872 -1.10741 1.4 0.7 -0.2
C -4.08054 -2.37672 0.69259 -1.4 -1.5 -0.1
C -3.04354 -3.45672 -2.44241 5.4 -0.9 -1.8
C 0.05946 0.99328 -2.19241 2.9 -8.2 -6.5
O -2.51954 0.44028 2.06159 -3.4 1.3 0.7
H 1.26246 1.11328 0.68559 0.2 -0.3 1.3
H -5.58654 -2.63572 -1.62941 0.3 -0.6 0.8
H -4.19454 -1.39872 0.25459 0.1 0.2 -0.4
H 0.82146 5.30828 -0.92541 0.5 0.5 -1.4
H 0.47246 -0.85072 -0.01641 -0.5 0.1 -0.2
H -3.28254 -2.38072 1.38559 1.0 0.1 0.5
H -3.04554 1.61328 0.03259 0.5 -0.1 0.8
O -0.99354 -0.96072 1.44659 2.5 -2.5 -0.9
O 3.68046 -1.76072 0.71959 -0.6 0.6 0.2
O -0.38154 1.07828 1.87459 -1.6 2.1 0.8
O 2.43146 -3.25372 -2.39041 -0.4 -1.8 3.4
C 3.07946 4.11128 0.53359 6.0 -3.3 0.2
O -3.05054 3.09728 -1.26641 -0.1 -0.1 -1.9
O 1.33646 -3.38972 -0.41441 0.6 -0.2 0.7
C -1.95054 -0.24572 -1.87441 1.3 -2.2 -1.3
H -2.52754 3.20428 1.76259 -0.5 0.7 -0.6
C 0.40646 -0.80272 1.07059 0.6 -0.5 -2.1
C 1.81846 0.40728 2.82159 -1.6 1.0 -0.7
C 4.48746 -2.81072 0.67659 -1.3 -2.3 3.4
H 2.69546 -5.75972 0.61359 0.7 -0.6 1.2
H 1.33746 -6.59272 -0.16641 -0.1 0.6 0.0
H 1.28046 -4.23072 1.54659 0.2 0.6 -0.4
C -0.50054 -4.69872 0.39259 0.7 2.0 0.5
H 4.66546 1.03428 -0.79641 0.0 0.7 -0.7
C 0.24946 4.30528 2.05559 -0.3 -0.2 -0.3
H -0.73754 -5.05372 -0.59841 -0.2 -0.6 -0.1
O 0.70046 2.02428 -1.83941 0.3 2.7 1.1
H -4.97654 -2.60972 1.28059 0.0 0.3 0.0
C 2.12446 -3.90272 -1.36341 0.2 3.5 -4.9
C -2.21854 4.11028 -1.09841 0.9 1.1 -0.5
H 2.55746 3.08828 -1.71341 -1.5 -1.0 -0.6
O -2.33154 4.54828 0.17859 0.6 0.4 0.2
O 5.19846 -2.79572 -0.36541 3.0 -1.1 -2.7
C -4.32254 4.42028 1.56959 -0.2 -0.6 -0.1
H -1.03254 -3.72272 0.48259 0.5 -0.6 0.0
C 0.86746 4.00228 0.70659 0.4 2.8 1.8
H -2.88854 -0.08772 -1.38241 -0.3 0.4 0.4
H -3.98154 -4.54072 0.13859 0.6 0.9 0.1
H -4.05054 5.04428 2.41059 0.1 -0.3 0.4
H 1.58046 -0.41072 3.48459 -0.5 -0.6 -0.2
H -4.67454 5.12028 0.83259 -0.8 0.0 -0.5
H -0.06354 3.33128 2.42059 -0.1 0.2 0.6
H -0.61654 4.91628 1.85759 -0.4 0.3 0.5
O 4.50746 -3.71772 1.50959 -0.3 1.7 -1.2
H -5.03354 3.60628 1.81859 -0.1 1.0 0.2
C 1.02246 -4.43772 0.49959 -2.1 -1.2 0.5
H 2.93046 -0.91572 -0.99241 1.0 0.4 0.5
C -1.41754 0.19828 1.79159 2.7 1.1 0.5
O 2.40846 -5.15372 -1.19041 0.4 -1.0 -0.9
H -1.44054 -1.16672 -1.50741 -0.3 0.7 0.1
C 4.46946 0.42628 0.05559 -3.0 -1.1 -2.0
H 1.12546 6.26328 0.47059 -0.4 1.1 1.1
O 2.10246 3.43828 1.07959 0.2 -1.2 -0.3
H -5.70654 -4.35372 -1.15041 -1.0 -1.1 -0.4
C -5.03854 -3.57772 -1.38041 0.4 2.1 -1.3
H 0.29146 3.29028 0.12459 0.0 0.3 -0.4
H 5.94946 -1.26672 -1.50441 -0.2 0.6 0.7
```
Positions in Å, forces in eV/Å.

As for the energy relative to the best compared isomer or geometry (same formula, charge and spin): 1.8 kcal/mol. Its highest occupied orbital energy is -9.974 eV. As for the SMILES: C[C@H]1COC(=O)O1.C[C@H]1COC(=O)O1.C[C@H]1COC(=O)O1.C[C@H]1COC(=O)O1.C[C@H]1COC(=O)O1.C[C@H]1COC(=O)O1.COC(=O)OC. The maximum force is 10.83 eV/Å. As for the gap between HOMO and LUMO: 10.24 eV. As for the spin multiplicity: 1. For the LUMO energy, the calculation gives 0.27 eV. Its total energy is -2634.0324 a.u.



A single C4H6N2OS molecule. Source: OMol25; level of theory: ωB97M-V/def2-TZVPD.

Structure (XYZ):
```
14
Properties=species:S:1:pos:R:3:forces:R:3
H 0.76519 1.91459 0.71591 -0.3 0.0 0.1
C 0.42325 -0.14862 0.11204 0.0 0.1 -0.6
H -1.72221 1.18620 -0.51579 1.2 1.1 1.0
S 2.25244 -0.39657 0.11003 -0.6 0.7 0.2
H -0.45970 -0.42909 2.27325 0.3 -0.2 -0.9
N -1.44711 -1.35968 0.72530 0.9 0.0 0.9
H 0.12621 -0.78072 -2.10248 -0.5 -0.2 0.9
C 0.19171 1.41610 -0.07102 0.9 -1.5 1.8
C -0.23977 -0.84222 -1.05550 -0.8 -0.9 0.6
H 0.71853 1.61976 -0.96486 0.0 0.7 -1.5
H 2.24014 -1.71293 0.18957 -0.1 -0.6 0.0
N -1.27097 -1.54524 -0.66433 1.3 1.2 -1.6
C -0.44762 -0.70112 1.19887 -0.8 0.3 0.5
O -1.13006 1.77953 0.04900 -1.6 -0.7 -1.3
```
Positions in Å, forces in eV/Å.

As for the energy relative to the best compared isomer or geometry (same formula, charge and spin): 79.3 kcal/mol. Its highest occupied orbital energy is -9.738 eV. As for the SMILES: OCC1(S)C=NN=C1. The maximum force is 2.48 eV/Å. As for the gap between HOMO and LUMO: 9.49 eV. As for the spin multiplicity: 1. For the LUMO energy, the calculation gives -0.25 eV. Its total energy is -738.8782 a.u.